A molecular structure, NO4S2 at a distorted geometry, computed with ωB97M-V/def2-TZVPD.

Geometry as XYZ:
```
7
Properties=species:S:1:pos:R:3:forces:R:3
N 0.704 -0.168 0.914 -3.0 1.3 0.4
O -1.884 0.966 0.996 -0.1 0.0 0.7
O 2.657 -1.443 0.129 -0.4 0.4 -0.5
O -1.436 -0.693 -0.804 0.2 1.3 1.6
O -0.444 1.512 -0.934 -0.3 0.1 0.8
S 1.440 -0.693 -0.245 2.0 -1.4 -0.5
S -1.037 0.519 -0.056 1.5 -1.7 -2.3
```
Forces are in eV/Å.

Values from the calculation:
* total charge: -1
* molecular weight: 142.1 u
* orbital gap: 10.0 eV
* F_max: 3.3 eV Å⁻¹
* HOMO level: -6.221 eV